1.
# C25H38InN2O4SiTe

A molecular structure, C25H38InN2O4SiTe (wB97M-V/def2-TZVPD, OMol25).

Each line ends with the Löwdin charge.
Element x y z (Å)
In 0.03771 0.33521 1.34640  0.7137
O 0.54646 -3.73195 6.66380  0.1371
C 0.25336 -2.50710 6.17459  -0.4650
O 0.17863 -1.55272 6.88043  0.1778
C 0.02117 -2.41582 4.69815  -0.0391
C -0.64085 -3.30920 3.89672  0.0202
N -0.76977 -2.74368 2.67994  0.0478
N -0.19719 -1.52140 2.66576  -0.0347
C 0.29189 -1.30604 3.87607  -0.1163
C 1.08644 -0.04121 4.08922  -0.5567
O 1.85593 0.00968 5.00530  0.1561
O 0.86639 0.87855 3.18282  -0.1569
H 0.79647 -4.33738 5.95669  0.1129
H -1.06278 -4.27727 4.11229  0.1490
H -1.21902 -3.10543 1.85410  0.1532
C -0.42302 2.52599 -2.04399  -0.0938
C 0.19682 1.12869 -2.16298  -0.6152
C 0.90965 1.00123 -3.52385  -0.0712
C -0.98856 0.14456 -2.12240  -0.0975
Si 1.45958 0.81741 -0.75723  0.7422
C 2.46048 -0.80827 -0.90979  -0.6314
C 3.67866 -0.57123 -1.82468  -0.0733
C 2.93945 -1.31484 0.46496  -0.0977
C 1.62325 -1.94444 -1.50897  -0.0969
C 2.46606 2.33621 -0.23854  -0.6301
C 3.07006 2.98146 -1.49678  -0.0743
C 3.58855 1.98793 0.75237  -0.0822
C 1.58069 3.35722 0.50327  -0.0960
H -1.19471 2.64310 -2.81302  0.1002
H 0.30849 3.32359 -2.18893  0.0737
H -0.90030 2.68115 -1.07354  0.0570
H 0.20751 1.24107 -4.32870  0.0967
H 1.27609 -0.00889 -3.70295  0.0666
H 1.75377 1.68426 -3.60800  0.0742
H -1.68713 0.38639 -2.93070  0.1034
H -1.55338 0.24136 -1.19194  0.0134
H -0.69377 -0.89466 -2.24208  0.0708
H 4.38020 0.15327 -1.41844  0.0680
H 3.37749 -0.22639 -2.81495  0.0746
H 4.22137 -1.51269 -1.95608  0.0959
H 3.52970 -0.59054 1.01638  0.0680
H 3.56269 -2.20491 0.32383  0.0991
H 2.10691 -1.63471 1.09317  0.0461
H 1.33308 -1.74639 -2.54045  0.0702
H 0.71872 -2.14452 -0.92560  0.0666
H 2.21780 -2.86368 -1.50610  0.0966
H 3.70281 2.28889 -2.05362  0.0761
H 3.69592 3.82699 -1.19364  0.0977
H 2.31004 3.36707 -2.17847  0.0649
H 4.34152 1.32771 0.32864  0.0703
H 3.19762 1.54995 1.67735  0.0791
H 4.09692 2.91424 1.03748  0.0995
H 0.70920 3.67709 -0.06561  0.0599
H 2.17493 4.25227 0.71239  0.1009
H 1.25489 2.96458 1.46993  0.0593
C -3.52504 1.41843 0.01741  -0.3792
Te -2.79329 0.40522 1.74817  1.4502
C -3.08306 -1.37091 0.62256  -0.4222
C -4.01534 -0.99370 -0.51544  -0.2922
C -4.64521 -1.97449 -1.28034  -0.0273
C -5.47055 -1.61144 -2.33012  -0.0575
C -5.67477 -0.26540 -2.61937  -0.0562
C -5.05419 0.70909 -1.85875  -0.0239
C -4.21625 0.34726 -0.80338  -0.2964
H -2.70745 1.89623 -0.51897  0.0317
H -4.21837 2.18115 0.36504  0.0692
H -3.52377 -2.11900 1.27939  0.0641
H -2.12788 -1.71836 0.22588  0.0403
H -4.48990 -3.02078 -1.04728  0.1196
H -5.96140 -2.37517 -2.91738  0.1127
H -6.32753 0.02317 -3.43178  0.1134
H -5.22090 1.75691 -2.07567  0.1234

Output
**HOMO-LUMO gap**: 8.6109 eV
**F_max**: 0.56 eV/A
**Total charge**: +1
**HOMO**: -11.8 eV
**Energy relative to the best compared isomer or geometry (same formula, charge and spin)**: 0.0 kJ/mol


2.
# C25H38N2O5

A single C25H38N2O5 molecule (wB97M-V/def2-TZVPD, OMol25).

Each line ends with the Löwdin charge.
Element x y z (Å)
C -7.58865 -1.41675 -0.04164  -0.0996
H -7.04365 -1.08121 -0.91986  0.0635
C -7.33255 -0.47434 1.12765  -0.2201
C -5.84475 -0.35826 1.44847  -0.2163
O -5.22675 0.32901 0.38056  -0.0792
C -3.88410 0.58435 0.43727  -0.1795
C -3.06505 0.13778 1.46846  -0.0011
C -1.70475 0.38667 1.47860  -0.0201
C -1.12030 1.09662 0.44191  -0.1690
C -1.92780 1.56313 -0.58172  0.0530
C -3.29923 1.32840 -0.60634  -0.1807
O -3.92493 1.85224 -1.69726  -0.0622
C -5.32924 1.96325 -1.75590  -0.0689
H -5.72921 2.48399 -0.88317  0.0991
H -5.52890 2.55129 -2.65178  0.0948
H -5.81141 0.98822 -1.84650  0.0834
H -1.51550 2.12874 -1.40282  0.1358
C 0.37269 1.36645 0.47007  -0.1306
N 0.89018 1.89291 -0.77299  -0.0316
C 1.06888 1.06497 -1.82055  -0.4389
O 1.48829 1.40946 -2.90568  0.0774
C 0.69534 -0.37999 -1.49587  -0.0174
N 1.23942 -0.76357 -0.21218  0.0103
C 1.12371 0.07652 0.82873  -0.4215
O 1.56620 -0.13323 1.94180  0.0693
C 1.96591 -2.01518 -0.05852  -0.2791
C 1.10824 -3.21843 -0.44887  -0.1412
C 1.87852 -4.50776 -0.17546  -0.1973
C 3.19543 -4.51657 -0.94621  -0.2068
C 4.04369 -3.30603 -0.56783  -0.1946
C 3.28196 -2.01172 -0.83922  -0.1340
H 3.88372 -1.15172 -0.53769  0.1159
H 3.08692 -1.92480 -1.91015  0.1189
H 4.97469 -3.30981 -1.13740  0.1106
H 4.29871 -3.35924 0.49277  0.1171
H 3.74421 -5.43527 -0.73131  0.1080
H 2.98846 -4.49405 -2.01864  0.1144
H 1.27085 -5.36735 -0.46464  0.1092
H 2.08384 -4.58643 0.89418  0.1163
H 0.85405 -3.17002 -1.50967  0.1155
H 0.17829 -3.20360 0.12346  0.1227
H 2.19426 -2.07496 1.01213  0.1516
H 1.10523 -1.01708 -2.27804  0.1298
H -0.39814 -0.47667 -1.49994  0.1395
C 1.39106 3.25029 -0.81960  -0.1294
C 2.67333 3.41515 0.00003  -0.1308
C 3.76528 2.44215 -0.46288  -0.2142
O 4.97551 2.56980 0.23553  -0.1452
C 4.95015 2.09233 1.56787  -0.2809
C 6.38367 1.87694 2.02803  -0.0703
H 6.93365 2.81159 1.96473  0.0741
H 6.87291 1.14557 1.39065  0.0741
H 6.39385 1.52241 3.05486  0.0732
H 4.45490 2.81951 2.22793  0.1168
H 4.38564 1.14907 1.61821  0.1163
H 3.39400 1.40867 -0.37324  0.1099
H 4.00874 2.63205 -1.51148  0.1355
H 2.46465 3.24024 1.05754  0.1029
H 3.03654 4.43787 -0.10751  0.1238
H 0.61728 3.93010 -0.45057  0.1311
H 1.59000 3.46687 -1.87181  0.1271
H 0.57592 2.08804 1.26783  0.1651
H -1.10007 0.02404 2.29500  0.1188
H -3.48903 -0.42437 2.28429  0.1050
H -5.40831 -1.36021 1.56176  0.1307
H -5.70381 0.19811 2.38580  0.1313
H -7.71297 0.52012 0.88936  0.1122
H -7.84928 -0.83551 2.01825  0.1106
H -8.64846 -1.44553 -0.28115  0.0709
H -7.26194 -2.42530 0.20238  0.0749

Output
**HOMO-LUMO gap**: 8.9013 eV
**F_max**: 0.57 eV/A
**HOMO**: -8.2 eV
**Energy relative to the best compared isomer or geometry (same formula, charge and spin)**: 25.1 kJ/mol
**SMILES**: CCCOc1ccc([C@H]2C(=O)N(C3CCCCC3)CC(=O)N2CCCOCC)cc1OC


3.
# C25H39ErN4O5S

A molecular structure, C25H39ErN4O5S (wB97M-V/def2-TZVPD, OMol25).

Each line ends with the Löwdin charge.
Element x y z (Å)
Er 0.63506 -0.78045 0.24584  1.3736
C 1.37906 -4.11235 0.43874  -0.1376
C 2.66326 -3.37115 0.82234  -0.1447
O 2.37216 -2.17355 1.54694  -0.2199
C 2.12416 -2.39615 2.94964  -0.1100
C 0.81676 -1.72095 3.37814  -0.1685
O -0.13214 -1.96135 2.33744  -0.2636
C -1.46844 -1.57065 2.66624  -0.1439
C -2.34924 -2.08405 1.52284  -0.1021
O -1.69904 -1.69805 0.30244  -0.2352
C -1.76164 -2.64605 -0.75916  -0.1338
C -0.76444 -3.79355 -0.54116  -0.1278
O 0.52936 -3.22445 -0.29636  -0.2413
H 0.85636 -4.43205 1.35004  0.1371
H 1.60976 -5.00535 -0.15406  0.1536
H 3.22126 -3.05045 -0.06076  0.1163
H 3.30586 -4.03685 1.40744  0.1512
H 2.95936 -1.97305 3.51564  0.1511
H 2.06186 -3.47065 3.13714  0.1377
H 0.95836 -0.64135 3.52394  0.0751
H 0.47246 -2.16315 4.31884  0.1505
H -1.53874 -0.47305 2.72484  0.0982
H -1.76734 -2.01445 3.62284  0.1527
H -3.34804 -1.63345 1.56854  0.1524
H -2.44934 -3.17115 1.58214  0.1381
H -1.48564 -2.07525 -1.65696  0.1395
H -2.77564 -3.04655 -0.88286  0.1561
H -0.74334 -4.43475 -1.43146  0.1527
H -1.05714 -4.40525 0.32274  0.1360
C -2.54784 2.26765 4.20244  -0.0508
C -1.32384 2.92915 3.57034  -0.2196
N -1.45214 3.01045 2.13034  -0.1068
C -2.40604 3.97685 1.60324  -0.1786
C -3.67794 3.33395 1.05994  -0.0532
C -0.76684 2.25895 1.28044  -0.6371
S 0.50096 1.23195 1.90964  0.7430
N -0.99794 2.44005 -0.00656  0.1235
C -0.77814 1.65355 -1.03376  -0.3871
O -0.44704 0.41445 -0.96116  -0.1872
C -1.06894 2.23735 -2.34966  -0.1444
C -1.71694 3.46985 -2.46006  -0.0031
C -2.08004 3.94595 -3.70416  -0.0480
C -1.79564 3.20765 -4.84306  -0.0468
C -1.12154 1.99915 -4.74286  -0.0570
C -0.75724 1.51435 -3.50306  -0.0202
H -2.35044 2.04145 5.24554  0.0848
H -2.78884 1.34125 3.68444  0.0651
H -3.41584 2.91805 4.16224  0.0783
H -0.42084 2.36585 3.80674  0.0611
H -1.20214 3.94475 3.95524  0.1354
H -1.90284 4.52625 0.80344  0.1201
H -2.65494 4.66795 2.40854  0.1297
H -3.43224 2.62955 0.26954  0.0641
H -4.32424 4.10435 0.64884  0.0877
H -4.22404 2.81825 1.84534  0.0697
H -1.94644 4.02755 -1.56666  0.1031
H -2.59694 4.88995 -3.78676  0.1155
H -2.09754 3.57185 -5.81266  0.1161
H -0.88834 1.43285 -5.63156  0.1118
H -0.23374 0.57185 -3.39906  0.1107
C 4.77826 -2.33785 -3.70516  0.0051
C 3.97776 -1.39085 -2.89886  -0.2656
C 4.09726 -0.03295 -2.67836  0.0528
C 3.07646 0.31005 -1.78306  -0.3083
N 2.36306 -0.77825 -1.45246  -0.0409
N 2.93226 -1.80175 -2.14966  0.0328
C 2.74926 1.66015 -1.25136  -0.0021
H 5.27526 -1.81515 -4.51736  0.0973
H 4.15036 -3.12675 -4.11336  0.0894
H 5.55026 -2.80385 -3.08926  0.0990
H 4.82266 0.62275 -3.11266  0.1288
H 2.51896 -2.72425 -2.17026  0.1587
H 3.66206 2.23655 -1.10246  0.1032
H 2.21066 1.59545 -0.29396  0.0263
H 2.12686 2.20325 -1.96916  0.1002

Output
**Multiplicity**: 4
**HOMO-LUMO gap (alpha / beta)**: 8.6195 / 8.6116 eV
**F_max**: 2.28 eV/A
**Expectation value of S²**: 3.75
**Total charge**: +2
**HOMO (alpha / beta)**: -13.7 / -13.7 eV
**Energy relative to the best compared isomer or geometry (same formula, charge and spin)**: 19.0 kJ/mol


What is the formula in the first record?
C25H38InN2O4SiTe


The lowest F_max belongs to which entry?
C25H38InN2O4SiTe